A molecular structure, C5H6O at a distorted geometry. Source: the OMol25 dataset; level of theory: the ωB97M-V functional and the def2-TZVPD basis.

For the total energy, the calculation gives -269.1399 a.u. The energy relative to the best compared isomer or geometry (same formula, charge and spin) is 129.5 kcal/mol. The LUMO energy is 0.6 eV. For the HOMO energy, the calculation gives -8.18 eV. The multiplicity is 1.

Atoms and positions in Å:
H: 1.001 -1.195 -0.016
H: -2.592 -1.070 -2.692
H: -0.163 -1.131 1.342
C: 1.955 0.625 1.404
H: -0.997 1.081 0.586
C: -0.383 0.495 -0.110
H: 1.433 -0.194 1.920
C: 0.440 -0.529 0.649
C: -1.964 -0.619 -1.956
O: 2.225 1.441 0.603
C: -1.256 -0.107 -1.126
H: 0.299 1.204 -0.603